1.
The following is a quantum chemistry calculation of 4 unconnected molecules or ions with the total composition C18H42N2O4 at a distorted geometry, from OMol25.

Geometry (Å):
H 5.31865 3.36559 -0.57104
H 4.80232 1.90653 0.15048
H 3.42377 1.46620 -3.35572
H 2.12538 5.09688 -3.52603
H 2.06380 3.38601 -3.86573
C 0.69040 1.45982 -2.65384
H -0.37929 1.39572 -2.85759
H 0.86221 4.57916 -1.33797
H -4.26995 -2.55113 -0.72428
H -4.47855 -3.44064 1.56688
H -1.51628 -1.44722 -1.50258
C 0.87579 3.88731 -2.17309
H -2.98436 -0.44200 -1.50239
N -1.79641 -2.05118 1.43011
C 0.87494 2.48685 -1.55140
H 4.24435 4.09697 -2.81879
O -1.51328 -0.82272 2.13130
H 3.34877 4.74877 -1.45094
H -4.23585 -4.80011 0.39420
C -2.14724 -0.83979 -0.89081
H -3.86740 -2.28819 3.19710
H -4.43291 -0.93227 1.65959
H -2.41752 -1.87372 4.13257
H 0.25719 -2.09703 0.50885
C -3.83512 -0.63168 0.79722
C -2.58154 -4.33812 1.71835
H -0.01381 -2.75175 3.59941
C -3.77902 -3.88869 0.88263
O 2.20266 0.97464 -0.30282
H -2.96166 -4.85749 2.58430
H -1.46597 -0.04684 -0.55359
C 3.93389 1.50814 -2.38733
C 3.45759 2.66470 -1.44283
O 1.07332 -1.59157 0.80481
H -1.86439 -4.90635 1.11221
H 2.85398 -0.93883 3.13152
H 1.14898 -0.89954 0.14851
H -3.07370 -3.57542 4.13638
H -0.66357 -4.38012 3.59615
H 2.25804 1.14951 0.65073
C -0.60909 -3.50291 3.01902
H 1.32157 1.75690 -3.50417
C 3.32395 3.95648 -2.23359
H 3.88437 3.40242 0.42004
H 4.95091 1.76192 -2.54614
C 4.40704 2.79671 -0.30127
N 2.12138 2.39828 -0.74656
C -2.89721 -2.65598 3.56797
H -0.39298 3.35905 0.05463
H 0.99099 0.48177 -2.26926
H 0.06524 -3.73701 2.15819
C 2.08067 4.12317 -3.04117
H -0.07219 4.00963 -2.71756
H -0.37854 1.65655 -0.00720
H -2.79213 -3.46270 -0.91047
H -0.57196 -0.70660 2.05500
H 3.95755 0.43499 -1.99995
H 3.61049 -0.68588 1.77615
C -1.96861 -3.10684 2.36922
C -0.30085 2.49742 -0.60053
H -3.47025 0.35102 0.99748
C -3.41092 -2.92101 -0.15798
C -2.75632 -1.59321 0.33927
O 3.17710 -0.28143 2.55938
H -4.61727 -0.51938 0.06101
H -1.19117 2.40622 -1.20601

Values from the calculation:
- E_tot (eV) = -30514.4080
- HOMO energy (eV) = -8.6
- SMILES = CC1(C)CCCC(C)(C)N1O.CC1(C)CCCC(C)(C)N1O.O.O
- LUMO energy (eV) = 0.662
- HOMO-LUMO gap (eV) = 9.215
- relative energy (zero: lowest compared OMol25 entry of this formula, charge and spin) (kcal per mole) = 36.8
- 2S+1 = 1

---

2.
The following is a quantum chemistry calculation of a molecular structure, C18H42N4O6Pt at a distorted geometry, from OMol25.

Geometry (Å):
H -1.82393 3.98635 -1.71946
O -0.01987 1.87531 0.19299
H 2.12360 0.09929 -5.19773
H -2.88619 -0.68013 4.95008
N -1.59064 -1.59176 3.53839
C 4.67760 -0.26770 3.69541
O 1.08422 -2.25113 -0.20657
H -5.23407 1.16078 -0.30741
C 4.52581 1.43319 1.84922
C -1.84179 3.83394 -0.64032
H 4.06894 1.52838 0.86417
H 3.05943 2.13821 -3.94048
C 1.33467 0.95293 -3.43955
H -5.47275 -0.40624 -0.02777
C 0.39899 2.99613 0.03614
H 1.41262 3.36241 0.26107
H 0.08895 5.69827 -1.21922
O 0.71654 0.56173 -2.23973
H 0.67413 1.56427 -4.05442
N -0.42679 4.04763 -0.21053
H -1.97285 -2.02213 5.59727
H -0.53805 -3.34040 -0.73198
C -0.01973 5.37622 -0.18356
Pt 0.28165 -0.19188 -0.19110
H 4.18113 2.37431 2.27772
H -2.73634 4.36499 -0.31495
N -4.14931 -0.03783 -1.70548
O 1.98739 0.42323 1.38587
H -0.82380 -3.50906 3.84445
C 2.46129 1.86131 -3.07235
C -0.50067 -2.50494 3.56980
H -0.68515 6.08686 0.30665
C -2.48266 -1.66222 4.70360
O -0.78902 -0.45434 1.78902
C -4.64855 0.24159 -0.32629
H -2.65196 -0.92127 -2.68904
H 1.55772 -3.19766 -2.96612
H 2.44428 -1.13151 2.73686
H -3.95496 0.47360 0.48191
H 0.83562 -0.93726 -4.42631
C 1.68960 -0.27779 -4.27169
H -2.11834 2.78437 -0.54016
C 2.74551 -0.24349 2.15990
C -1.63832 -0.58061 2.60793
C -2.86836 -0.51188 -1.69015
H -2.46432 0.10432 2.85445
H 0.61726 -4.88031 0.63131
H -0.05987 -2.69581 2.59135
C 0.87038 -4.73107 -0.41834
H -3.33373 -2.33445 4.59459
H -5.89056 0.39225 -2.70659
H 0.11732 -4.10310 -2.78827
H -4.73176 -0.37873 -3.73302
H 2.45872 -0.92740 -3.85386
H 4.09362 -0.67124 4.52260
H 3.13155 1.33686 -2.39131
H 0.25889 -2.03637 4.19560
H 5.43485 -1.01234 3.45006
H 2.15631 2.77938 -2.57011
H 5.60570 1.53700 1.74351
H 0.96891 5.38442 0.27537
C -5.08325 -0.34010 -2.70197
H -5.45595 -1.35101 -2.53691
C 0.57269 -3.15525 -2.50136
N 3.95331 0.26335 2.54543
C 0.52391 -3.29071 -0.97254
O -2.01049 -0.43339 -0.81443
H 5.25875 0.52686 4.16342
H 0.42028 -5.47109 -1.08006
H 0.17469 -2.19180 -2.81988
H 1.93721 -4.82432 -0.21512

Values from the calculation:
- E_tot (eV) = -40826.7234
- HOMO energy (spin up / spin down) (eV) = -9.9 / -9.9
- LUMO energy (spin up / spin down) (eV) = -1.712 / -4.443
- HOMO-LUMO gap (spin up / spin down) (eV) = 8.190 / 5.489
- relative energy (zero: lowest compared OMol25 entry of this formula, charge and spin) (kcal per mole) = 0.0
- 2S+1 = 4
- net charge = +1

---

3.
The following is a quantum chemistry calculation of 6 unconnected molecules or ions with the total composition C18H42N6O6 at a distorted geometry, from OMol25.

Geometry (Å):
N 0.44282 3.11281 -5.87266
O 0.30970 1.72893 -4.01950
H -4.31568 5.36198 -2.21820
C 3.16070 -2.86576 2.66536
H 5.44228 -4.44733 0.71872
H -2.68132 5.91820 -2.63014
C 0.45466 -3.70129 -1.43544
C -1.11952 1.22536 1.04802
H -2.48657 -0.17549 6.89658
C -3.27134 5.06176 -2.30381
H -2.41338 0.62094 4.38024
O 5.57523 -3.28010 4.36047
C -1.74492 -4.61703 -1.14924
H -0.77303 -4.75460 1.38587
H 0.44342 5.02054 -6.84259
H -1.94978 1.71253 0.53671
H -0.58478 1.96035 1.64963
C -0.24113 -3.99380 0.81459
N -2.65721 4.45049 -1.08091
H 1.59684 2.69492 -7.64289
H -1.84003 0.16326 -1.05776
O 1.40502 -0.09446 1.80087
H 0.14956 -3.74344 -2.49248
C 4.43913 -4.12760 1.00078
C 0.03471 2.82020 -4.58587
H -0.75255 3.58982 -0.54624
C 1.44961 2.30940 -6.63403
H 4.06262 -3.33493 0.35424
N -0.43121 -4.16699 -0.61864
H 0.72211 -4.22012 1.27180
H 2.42870 2.14074 -6.18565
H -0.80358 0.41125 7.44956
C 0.91582 -0.20350 0.69140
H -4.09276 5.36359 0.07250
C -1.40870 -0.33359 6.93271
H -2.10403 -5.60541 -0.86245
H 3.21795 -2.54362 3.70509
H -2.79597 -1.04848 4.76431
C -1.25991 4.10182 -1.36388
H -0.49615 1.05998 -1.70417
N -0.28561 0.32109 0.25062
O 1.13051 -1.53870 5.91563
H -2.43473 -3.92017 -0.67317
H 3.77740 -4.97155 0.80595
C 5.43992 -3.71815 3.21122
H 0.30928 -0.75975 4.12535
H 1.46693 -0.82775 -0.02887
H -1.76156 -4.46748 -2.22880
H -1.59937 -0.75104 3.55042
H -0.63660 3.61819 -4.23267
H 0.98688 1.32404 -6.57892
O 1.48778 -3.12239 -1.05540
H -0.45882 3.82903 -7.75336
O -2.45141 4.82307 1.16812
H -0.64657 -3.11493 1.31590
H -1.34981 -1.33240 7.36515
H -0.33565 -0.70304 -1.68479
N 4.37082 -3.66198 2.46961
H 3.13248 -2.07312 1.91768
C -1.98262 -0.37334 4.49835
C -0.21436 4.15711 -6.74305
H -1.29056 3.52534 -2.28845
H -1.71595 0.51422 1.61957
C -3.05856 4.98692 0.09986
N -0.99130 -0.45357 5.51429
H -3.05612 4.42471 -3.16169
H -0.71818 5.02352 -1.57623
C 0.24100 -0.94123 5.20914
H 6.15617 -4.37866 2.69848
H 2.38678 -3.61113 2.48213
H -1.17069 4.44792 -6.30835
C -0.75458 0.15354 -1.15672

Values from the calculation:
- E_tot (eV) = -40569.1331
- HOMO energy (spin up / spin down) (eV) = 0.4 / -6.8
- LUMO energy (spin up / spin down) (eV) = 2.022 / 1.945
- HOMO-LUMO gap (spin up / spin down) (eV) = 1.584 / 8.711
- relative energy (zero: lowest compared OMol25 entry of this formula, charge and spin) (kcal per mole) = 67.0
- 2S+1 = 2
- net charge = -1

---

> Among the records above, which one has the lowest E_tot?

C18H42N4O6Pt

---

> The lowest E_tot belongs to which entry?

C18H42N4O6Pt